(1)
Here is an isolated ion of composition C5H12NS and charge +1 from the Open Molecules 2025 dataset. Energies are from ωB97M-V/def2-TZVPD.

Computed properties:
* LUMO energy: -3.495 eV
* net charge: +1
* Kohn-Sham gap: 10.36 eV
* HOMO level: -13.86 eV

Each line ends with the Löwdin charge.
Atoms and positions in Å:
C 0.71689 -0.96024 -1.97083  0.039
C 0.36156 0.21564 -1.38205  -0.189
C -0.53462 0.32152 -0.19815  -0.757
N -1.32775 1.71288 -0.09241  0.169
S -1.79220 -0.93899 -0.17060  0.897
C 0.30683 0.29538 1.17828  -0.199
C 1.19738 -1.00007 1.00835  -0.084
H 1.40854 -0.93210 -2.81108  0.081
H 0.49519 -2.02017 -1.62717  0.103
H 0.69091 1.16978 -1.75248  0.109
H -1.82131 1.80637 0.83340  0.174
H -0.45980 2.36211 -0.09416  0.199
H -2.12604 1.79367 -0.67900  0.127
H -1.72371 -1.12984 1.14148  -0.100
H 0.95936 1.15712 1.24723  0.113
H -0.28957 0.15754 2.02237  0.078
H 1.70445 -1.10123 0.09428  0.031
H 0.44861 -1.89350 1.31221  0.121
H 1.78528 -1.01586 1.94034  0.086



(2)
Here is a 2-piece molecular cluster, C5H12NS overall from the Open Molecules 2025 dataset. Energies are from ωB97M-V/def2-TZVPD.

Computed properties:
* LUMO energy: -4.639 eV
* net charge: +1
* Kohn-Sham gap: 7.87 eV
* HOMO level: -12.51 eV

Each line ends with the Löwdin charge.
Atoms and positions in Å:
C 1.74502 -1.74239 1.25584  -0.043
C 0.87699 -1.77987 0.08583  -0.192
C -0.85017 1.42455 -0.48580  -0.704
C -1.26666 2.65865 -0.95876  -0.174
C -1.58387 0.94029 0.72986  -0.084
N 1.41327 -2.26115 -1.05696  0.134
S 0.37900 0.50263 -1.34423  0.762
H 1.35876 -1.70887 2.25595  0.083
H 2.40933 -0.88860 1.43901  0.110
H -0.06786 -1.37379 0.21192  0.037
H -1.69947 3.47294 -0.27307  0.138
H -2.24199 2.62754 -1.59310  0.160
H -0.68268 3.23947 -1.62691  0.072
H -1.35506 1.67163 1.48883  0.098
H -1.42124 -0.01833 1.21449  0.071
H -2.63000 1.00669 0.43977  0.105
H 2.25431 -2.81928 -1.01464  0.134
H 0.81497 -2.28456 -1.88529  0.128
H 2.54736 -2.66753 1.11726  0.164



(3)
Here is an isolated ion of composition C5H12NS and charge +1 from the Open Molecules 2025 dataset. Energies are from ωB97M-V/def2-TZVPD.

Computed properties:
* LUMO energy (alpha / beta): -3.293 / -7.771 eV
* net charge: +1
* spin multiplicity: 3
* Kohn-Sham gap (alpha / beta): 6.02 / 6.77 eV
* HOMO level (alpha / beta): -9.31 / -14.54 eV

Each line ends with the Löwdin charge.
Atoms and positions in Å:
C -1.17179 0.06656 -0.56424  -0.430
C 1.77570 -0.66279 -0.55806  -0.619
C -1.75472 1.08516 -0.04353  -0.218
C 1.24455 -1.19882 0.66758  -0.103
C -2.72439 1.00316 1.06454  -0.073
N 2.66198 0.34956 -0.49242  0.136
S 0.19526 0.17438 -1.69578  1.019
H -1.26486 -0.91260 -0.18310  0.063
H 2.12821 -1.37727 -1.41477  0.151
H -1.43121 2.09966 -0.47625  0.152
H 0.35017 -1.84445 0.50158  0.097
H 1.01070 -0.33690 1.25383  0.083
H 2.07168 -1.74528 1.13854  0.107
H -2.14569 0.95755 1.96052  0.075
H -3.43222 0.06518 1.10077  0.139
H -3.36323 1.91433 1.12078  0.097
H 2.46098 0.99132 0.22700  0.109
H 3.53878 0.32254 -1.07321  0.172
H -0.14990 -0.95128 -2.53378  0.043



(4)
Here is C5H12NSi as an isolated structure from the Open Molecules 2025 dataset. Energies are from ωB97M-V/def2-TZVPD.

Computed properties:
* LUMO energy: -3.934 eV
* net charge: +1
* Kohn-Sham gap: 11.01 eV
* HOMO level: -14.94 eV

Each line ends with the Löwdin charge.
Atoms and positions in Å:
C -3.41403 -0.71781 -1.73860  0.090
C -1.33588 1.14644 1.33217  -0.143
C -0.09792 -1.84436 0.47268  -0.192
C 2.33679 0.62090 -0.26617  -0.123
C 0.95330 0.71889 -1.03785  -0.295
N -2.49532 -0.69575 -1.07459  0.107
Si -0.43952 -0.03706 0.05972  0.890
H -4.29626 -0.72034 -2.35212  0.104
H -1.45331 0.59383 2.17321  -0.023
H -0.51555 1.93154 1.58835  0.085
H -2.25351 1.44332 0.79253  0.037
H 0.27309 -1.98999 1.46328  0.025
H -0.89397 -2.51744 0.50509  0.001
H 0.81481 -2.29274 -0.14237  0.101
H 3.00628 1.27663 -0.88807  0.106
H 2.30182 1.07868 0.69316  0.061
H 2.67620 -0.35392 -0.31901  0.036
H 1.09965 0.42970 -2.01483  0.035
H 0.95801 1.85533 -1.04691  0.095



(5)
Here is a 2-piece molecular cluster, C5H12O overall from the Open Molecules 2025 dataset. Energies are from ωB97M-V/def2-TZVPD.

Computed properties:
* LUMO energy: 0.884 eV
* Kohn-Sham gap: 10.45 eV
* HOMO level: -9.56 eV

Each line ends with the Löwdin charge.
Atoms and positions in Å:
C 1.78512 -0.07853 -1.75456  -0.091
C 0.50816 0.29080 -0.98539  -0.203
C 0.56261 -0.37523 0.37691  -0.496
C -0.06280 -1.75135 0.48149  -0.015
O 1.10150 0.15502 1.32562  0.065
H 2.64343 0.45331 -1.33425  0.081
H 1.99042 -1.15348 -1.68458  0.076
H 1.70441 0.17437 -2.81620  0.073
H 0.45148 1.37466 -0.84801  0.114
H -0.37655 -0.04527 -1.54000  0.111
H 0.40009 -2.31399 1.29431  0.086
H -1.13109 -1.63186 0.70485  0.085
H 0.01423 -2.30610 -0.45920  0.080
C -1.91858 1.44412 1.44868  -0.045
H -2.10041 0.53778 2.03208  0.023
H -2.71640 2.16576 1.63688  0.019
H -0.95389 1.86520 1.73853  0.022
H -1.90172 1.19481 0.38285  0.013



(6)
Here is the molecule C5H12O from the Open Molecules 2025 dataset. Energies are from ωB97M-V/def2-TZVPD.

Computed properties:
* LUMO energy: 0.960 eV
* Kohn-Sham gap: 11.17 eV
* HOMO level: -10.21 eV

Each line ends with the Löwdin charge.
Atoms and positions in Å:
C 1.09116 -0.84943 -1.04856  -0.082
C 0.68115 0.29257 -0.11323  -0.455
C 1.81307 0.64310 0.85004  -0.090
C -0.60244 -0.03631 0.66099  -0.174
C -1.82851 -0.01396 -0.24495  -0.286
O -2.99974 0.25503 0.50288  -0.069
H 0.29290 -1.12531 -1.74850  0.072
H 1.34989 -1.74662 -0.47156  0.083
H 1.96681 -0.56831 -1.64430  0.077
H 0.48717 1.17468 -0.74377  0.130
H 2.10132 -0.23365 1.44287  0.082
H 1.50598 1.42897 1.55017  0.076
H 2.69837 0.99567 0.30988  0.076
H -0.49351 -1.02274 1.13305  0.124
H -0.74484 0.68055 1.48028  0.118
H -1.91585 -0.97950 -0.76554  0.114
H -1.68434 0.76233 -1.01403  0.119
H -3.71857 0.34292 -0.13572  0.085



(7)
Here is the molecule C5H12O from the Open Molecules 2025 dataset. Energies are from ωB97M-V/def2-TZVPD.

Computed properties:
* LUMO energy: 0.849 eV
* Kohn-Sham gap: 7.17 eV
* HOMO level: -6.32 eV

Each line ends with the Löwdin charge.
Atoms and positions in Å:
C 1.78663 -0.18518 -0.29146  -0.021
O 0.60138 0.65530 -0.19012  -0.296
C -0.88108 0.07455 0.29057  -0.332
C 0.03609 1.28280 -1.39120  -0.057
C -0.85325 -1.37164 -0.08093  -0.159
C -0.92938 0.35879 1.74690  -0.143
H 2.60842 0.40021 -0.71212  0.096
H 1.59491 -1.06669 -0.90882  0.090
H 2.07956 -0.51912 0.71305  0.107
H 0.88733 1.60880 -1.98472  0.086
H -0.62326 0.61402 -1.95870  0.092
H -0.58384 2.11818 -1.05587  0.101
H -0.67454 -1.54174 -1.15586  0.068
H -0.16960 -2.03594 0.48656  0.071
H -1.87829 -1.70536 0.10923  0.082
H -0.22122 -0.19460 2.39282  0.066
H -0.83071 1.43218 1.95364  0.069
H -1.94915 0.07545 2.03705  0.080



(8)
Here is a 2-piece molecular cluster, C5H12O overall from the Open Molecules 2025 dataset. Energies are from ωB97M-V/def2-TZVPD.

Computed properties:
* LUMO energy: 1.050 eV
* Kohn-Sham gap: 11.06 eV
* HOMO level: -10.01 eV

Each line ends with the Löwdin charge.
Atoms and positions in Å:
C 0.21890 -1.85457 -1.55052  -0.025
C 0.12084 -0.53836 -1.36743  -0.200
C 0.75627 0.23106 -0.24280  -0.232
C -0.15773 1.30436 0.35684  -0.275
C 0.57086 2.16643 1.38518  -0.121
H 0.78523 -2.48118 -0.86207  0.068
H -0.24266 -2.35401 -2.39830  0.062
H -0.44794 0.05380 -2.08738  0.109
H 1.66510 0.71902 -0.62562  0.118
H 1.08526 -0.46343 0.54212  0.117
H -0.53788 1.94484 -0.45123  0.108
H -1.03151 0.82065 0.81306  0.107
H 1.45486 2.63956 0.93987  0.072
H -0.07356 2.96251 1.77214  0.069
H 0.90965 1.56482 2.23656  0.073
O -2.05615 -2.15972 0.65397  -0.069
H -1.61449 -1.77632 -0.11592  -0.014
H -1.40505 -2.77945 1.00153  0.033



Number 1: molecular weight 118.22 u, E_tot -17696.2369 eV. Number 2: molecular weight 118.22 u, E_tot -17695.7977 eV. Number 3: molecular weight 118.22 u, E_tot -17691.8733 eV. Number 4: molecular weight 114.24 u, E_tot -14739.1492 eV. Number 5: molecular weight 88.15 u, E_tot -7427.0224 eV. Number 6: molecular weight 88.15 u, E_tot -7426.9940 eV. Number 7: molecular weight 88.15 u, E_tot -7422.3295 eV. Number 8: molecular weight 88.15 u, E_tot -7426.5637 eV.